1.
A structure of composition C18H12Cl3NORu, computed with wB97M-V/def2-TZVPD.

highest occupied orbital energy (alpha / beta) = -14.81 / -14.98 eV
largest force on an atom = 0.86 eV Å⁻¹
relative energy (zero: lowest compared OMol25 entry of this formula, charge and spin) = 0.0 kJ/mol

The geometry in ORCA input format:
```
! RIJCOSX wB97M-V def2-TZVPD def2/J DEFGRID3
* xyz 2 5
Ru -0.14 0.15 -0.62
N -1.04 0.32 1.25
C -0.30 0.09 2.49
C -0.55 0.92 3.56
C 0.10 0.70 4.76
C 1.00 -0.36 4.88
C 1.23 -1.18 3.80
C 0.60 -0.97 2.56
C 0.96 -1.82 1.43
C 1.33 -3.16 1.68
C 1.98 -3.88 0.71
C 2.31 -3.28 -0.54
C 1.89 -2.02 -0.82
C 1.07 -1.29 0.09
H -1.47 1.25 1.29
H -1.84 -0.32 1.21
H -1.27 1.73 3.47
H -0.09 1.35 5.61
H 1.52 -0.53 5.81
H 1.97 -1.97 3.89
H 1.14 -3.60 2.64
H 2.29 -4.89 0.92
H 2.88 -3.84 -1.27
H 2.14 -1.60 -1.79
Cl -1.43 3.21 -6.87
C -1.46 2.74 -5.26
C -0.44 1.87 -4.79
C -0.49 1.51 -3.49
Cl 0.75 0.45 -2.81
C -1.50 1.96 -2.57
O -1.51 1.61 -1.36
C -2.51 2.85 -3.11
Cl -3.72 3.39 -2.05
C -2.48 3.22 -4.42
H 0.33 1.52 -5.46
H -3.24 3.88 -4.82
*
```



2.
A structure of composition C18H12Cl5InN3, computed with wB97M-V/def2-TZVPD.

highest occupied orbital energy = -10.87 eV
largest force on an atom = 0.41 eV Å⁻¹

The geometry in ORCA input format:
```
! RIJCOSX wB97M-V def2-TZVPD def2/J DEFGRID3
* xyz 1 1
In -1.05 0.27 1.20
Cl -3.05 0.65 -1.54
C -3.88 0.60 -0.01
C -3.13 0.52 1.15
C -3.78 0.54 2.37
Cl -2.82 0.49 3.82
C -5.17 0.61 2.46
Cl -5.95 0.63 3.98
C -5.91 0.67 1.28
Cl -7.61 0.76 1.35
C -5.27 0.67 0.03
Cl -6.17 0.77 -1.41
C 0.73 -0.73 1.87
C 1.28 -0.42 0.48
C 3.05 -1.88 -0.92
C 2.79 -0.96 -2.05
C 1.36 1.16 -2.19
C 1.28 1.72 -0.93
C 1.21 1.08 0.32
C 1.29 2.00 -3.35
N 1.25 2.65 -4.30
H 1.28 -0.25 2.68
H 0.59 -1.79 2.07
H 3.73 -2.72 -0.92
H 3.47 -1.09 -2.89
H 1.21 2.80 -0.91
H 1.41 1.67 1.21
C 3.52 -1.27 1.48
C 2.68 -1.04 0.25
N 0.18 -0.87 -0.41
C 0.25 -0.82 -1.68
C 1.45 -0.34 -2.43
N 3.51 -0.46 -0.87
H 3.06 -2.03 2.11
H 3.60 -0.35 2.05
H 4.52 -1.60 1.21
H -0.67 -0.95 -2.25
H 1.32 -0.53 -3.49
H 4.47 -0.15 -0.81
*
```



3.
A structure of composition C18H12Cl5N2O2S3SbTc, computed with wB97M-V/def2-TZVPD.

highest occupied orbital energy (alpha / beta) = -4.68 / -4.60 eV
largest force on an atom = 0.69 eV Å⁻¹
relative energy (zero: lowest compared OMol25 entry of this formula, charge and spin) = 0.0 kJ/mol

The geometry in ORCA input format:
```
! RIJCOSX wB97M-V def2-TZVPD def2/J DEFGRID3
* xyz -1 3
Tc 0.28 0.28 0.69
C -1.60 -2.68 3.13
C -0.68 -2.15 2.07
O -0.33 -0.89 2.24
C -0.23 -2.97 1.08
C 0.60 -2.64 -0.06
C 1.16 -3.76 -0.89
N 0.82 -1.42 -0.39
N 1.47 -1.18 -1.61
C 1.42 0.08 -1.88
O 0.87 0.98 -1.11
C 2.00 0.55 -3.17
C 1.81 1.87 -3.56
C 2.36 2.33 -4.76
C 3.10 1.48 -5.56
C 3.29 0.16 -5.17
C 2.75 -0.31 -3.98
H -2.23 -1.87 3.49
H -1.02 -3.06 3.97
H -2.22 -3.49 2.75
H -0.51 -4.01 1.17
H 1.15 -4.68 -0.32
H 2.17 -3.51 -1.19
H 0.57 -3.89 -1.80
H 1.24 2.53 -2.92
H 2.20 3.36 -5.06
H 3.54 1.84 -6.49
H 3.88 -0.51 -5.80
H 2.89 -1.33 -3.66
Cl 0.44 2.08 3.97
C -0.58 2.72 2.71
C -0.65 2.09 1.45
C -1.59 2.69 0.60
Cl -1.93 1.90 -0.93
C -2.31 3.85 0.89
Cl -3.41 4.52 -0.27
C -2.17 4.45 2.13
Cl -3.07 5.86 2.52
C -1.31 3.87 3.05
Cl -1.17 4.58 4.62
S 2.02 -3.85 3.97
Sb 1.86 -1.62 3.87
S 3.26 -1.12 1.97
S 2.42 0.70 1.41
*
```



What is the largest force on an atom in the second record?
0.41 eV Å⁻¹